(i)
Below is a cluster of 2 separate species, H4O2 in total, with properties calculated with ωB97M-V/def2-TZVPD.

For the LUMO energy, the calculation gives 0.632 eV. The HOMO energy comes out at -11.4 eV. The structure (SMILES) is O.O.

Positions of all 6 atoms, in Å:
1 O -0.637 0.415 1.860
2 H -1.076 -0.465 1.743
3 H 0.198 0.298 1.341
4 O 0.722 0.007 -1.319
5 H -0.176 -0.391 -1.334
6 H 0.969 0.136 -2.291

=====

(ii)
Below is a cluster of 2 separate species, H4O2 in total, with properties calculated with ωB97M-V/def2-TZVPD.

For the LUMO energy, the calculation gives 0.497 eV. The HOMO energy comes out at -10.4 eV. The structure (SMILES) is O.O.

Positions of all 6 atoms, in Å:
1 O -0.968 -0.035 -0.066
2 H -1.699 0.594 -0.158
3 H -1.378 -0.877 0.179
4 O 1.620 -0.154 -0.086
5 H 1.797 0.790 0.216
6 H 0.630 -0.319 -0.085

=====

(iii)
Below is a cluster of 2 separate species, H4O2 in total, with properties calculated with ωB97M-V/def2-TZVPD.

For the LUMO energy, the calculation gives 0.967 eV. The HOMO energy comes out at -11.3 eV. The structure (SMILES) is O.O.

Positions of all 6 atoms, in Å:
1 O -1.425 0.382 0.016
2 H -1.365 1.321 0.277
3 H -0.984 0.355 -0.827
4 O 1.427 -0.378 -0.025
5 H 0.703 -0.314 0.604
6 H 1.678 -1.317 -0.082

=====

Stability verdict: (iii), ahead by 17.9 kJ/mol

=====

(i)
Below is a cluster of 2 separate species, H4O2 in total, with properties calculated with ωB97M-V/def2-TZVPD.

For the LUMO energy, the calculation gives 0.915 eV. The HOMO energy comes out at -11.3 eV. The structure (SMILES) is O.O.

Positions of all 6 atoms, in Å:
1 O 1.474 0.505 -0.789
2 H 0.817 -0.099 -1.156
3 H 2.324 0.178 -1.145
4 O -1.562 -0.133 0.640
5 H -1.249 -0.967 1.097
6 H -1.803 0.516 1.353

=====

(ii)
Below is a cluster of 2 separate species, H4O2 in total, with properties calculated with ωB97M-V/def2-TZVPD.

For the LUMO energy, the calculation gives 0.717 eV. The HOMO energy comes out at -11.5 eV. The structure (SMILES) is O.O.

Positions of all 6 atoms, in Å:
1 O -8.183 13.501 24.813
2 H -7.351 13.688 24.378
3 H -8.408 14.317 25.261
4 O -12.663 12.024 27.451
5 H -12.984 12.838 27.063
6 H -11.729 12.011 27.244

=====

Stability verdict: (ii), ahead by 5.1 kJ/mol